# 1
{"formula": "C19H36BrO8PS", "method": "ωB97M-V with the def2-TZVPD basis set", "smiles": "CCCC[C@@]1(CCCC(=O)OCC)C[C@@](COCCOCC)(P(O)Br)CS(=O)(=O)O1", "homo_energy_ev": -9.25, "species": ["C", "C", "C", "C", "C", "C", "C", "C", "C", "O", "O", "C", "C", "C", "C", "C", "O", "C", "C", "O", "C", "C", "P", "O", "Br", "C", "S", "O", "O", "O", "H", "H", "H", "H", "H", "H", "H", "H", "H", "H", "H", "H", "H", "H", "H", "H", "H", "H", "H", "H", "H", "H", "H", "H", "H", "H", "H", "H", "H", "H", "H", "H", "H", "H", "H", "H"], "xyz": [[-2.65772, 1.17916, -4.04865], [-2.14466, 2.60943, -3.56327], [-0.74723, 2.60878, -2.76805], [0.24650, 1.40883, -3.11133], [0.06669, 0.08791, -2.16637], [-0.14169, -1.11228, -3.24299], [0.18053, -2.56836, -2.69225], [-0.37877, -2.93050, -1.24982], [-1.91004, -3.34201, -1.18996], [-2.72681, -2.84320, -1.97405], [-2.26780, -4.27201, -0.15174], [-2.23598, -3.62672, 1.14524], [-0.81596, -3.75201, 1.90590], [1.44386, -0.09483, -1.39238], [1.78069, 0.98275, -0.26261], [2.63594, 0.18870, 0.87247], [2.93198, 0.99990, 2.02145], [2.36232, 0.46406, 3.24051], [1.84844, 1.70556, 4.15570], [0.81066, 1.15422, 5.00378], [-0.49457, 1.32071, 4.41424], [-1.47874, 0.18979, 5.01765], [2.96990, 2.37719, -0.86668], [4.57513, 1.78776, -0.91851], [2.96483, 4.07646, 0.67713], [0.52897, 1.73184, 0.38808], [-0.94469, 0.64223, 0.18278], [-0.94594, -0.42543, 1.24363], [-2.14834, 1.52110, 0.47660], [-1.14136, 0.10129, -1.37053], [-3.62500, 1.34639, -4.64672], [-2.91125, 0.45518, -3.21231], [-1.94166, 0.67099, -4.79010], [-2.11137, 3.28138, -4.49589], [-2.92410, 3.05383, -2.84903], [-0.98795, 2.75485, -1.66981], [-0.20704, 3.57397, -3.09539], [1.32618, 1.80617, -3.07857], [0.07834, 1.15776, -4.22130], [-1.18555, -1.12643, -3.68480], [0.61127, -0.90803, -4.08982], [1.30075, -2.78168, -2.72787], [-0.29321, -3.31611, -3.42953], [-0.20986, -2.12177, -0.47137], [0.21558, -3.84567, -0.88111], [-2.98008, -4.20551, 1.80551], [-2.62971, -2.54888, 1.13769], [-0.17529, -4.43912, 1.24971], [-0.26129, -2.74282, 1.90516], [-0.90371, -4.11486, 2.97591], [2.27590, 0.00148, -2.18482], [1.60724, -1.12657, -0.92361], [2.07755, -0.77983, 1.13354], [3.64296, -0.15985, 0.43269], [1.44831, -0.19770, 3.09017], [3.15235, -0.15406, 3.78535], [1.47827, 2.49984, 3.43107], [2.73696, 2.11410, 4.73148], [-0.51508, 1.20019, 3.28130], [-0.96692, 2.32058, 4.69360], [-1.10798, -0.86404, 4.80199], [-1.55382, 0.29683, 6.15699], [-2.54057, 0.28446, 4.58838], [4.85907, 1.76465, 0.03206], [0.42490, 2.76792, -0.07568], [0.62967, 1.91207, 1.51917]], "forces_ev_per_angstrom": [[-0.6080, 0.2170, -0.6970], [-0.3306, -0.4149, 0.1079], [0.1123, 1.0822, -0.8099], [-0.5453, 0.9180, 0.0542], [1.6480, -0.5019, -3.3589], [0.9449, -0.5007, 0.4092], [-0.6329, -0.4455, -0.3923], [0.3626, -1.3082, 0.4510], [-0.8197, 1.4960, -1.1454], [2.1567, -2.0424, 2.4508], [0.4544, 2.2322, -1.2663], [-0.3502, -0.1545, 2.5263], [0.4104, 0.7531, -1.2981], [0.8992, 0.1961, -0.1326], [1.3033, -0.3905, 2.5737], [0.0490, -0.9598, -0.5938], [-1.1418, -1.3158, -0.4358], [-0.2766, 0.6396, 1.2911], [0.6932, -1.3509, -1.1065], [0.1627, 1.1893, -1.0831], [-1.9152, -1.0105, 0.4713], [0.1091, 0.2375, 0.2039], [0.4619, 0.2522, -2.1570], [-2.0507, 0.5899, 2.2408], [0.0819, -1.0001, -0.1191], [1.2787, -0.3711, -0.6096], [-5.8031, 1.7990, 4.1699], [1.6050, 1.3185, -3.3504], [3.3808, -1.8210, -1.7946], [1.6893, 0.8470, 2.2652], [1.3262, -0.2665, 0.9045], [0.4681, 0.9791, -0.9184], [-0.9416, 0.8135, 1.1864], [0.1624, -0.9206, 1.4494], [1.0168, -0.6098, -1.1426], [0.4334, -0.4916, -1.2940], [-0.7194, -1.3895, 0.6225], [-1.6189, -0.7242, 0.2584], [0.1607, 0.1283, 1.8023], [1.2668, 0.3998, 0.8031], [-1.2050, -0.2803, 1.2142], [-1.4237, 0.4101, 0.2420], [0.7480, 1.0911, 1.0597], [-0.3491, -0.9691, -0.9286], [-0.8995, 1.3596, -0.4767], [0.9666, 0.7411, -1.2952], [0.7665, -1.4859, -0.3659], [-0.8758, 0.6323, 1.3191], [-0.9469, -1.4397, 0.1051], [0.0209, 0.2962, -1.4482], [-1.3567, -0.2638, 0.9828], [-0.5579, 1.3844, -0.6516], [0.6038, 1.4240, -0.0733], [-1.5231, 0.5479, 0.3279], [1.1113, 0.8325, -0.2462], [-1.0069, 0.8163, -0.6143], [0.2862, -0.7725, 1.0507], [-1.4116, -0.4427, -0.3228], [0.3254, 0.1744, 1.3444], [0.8940, -1.0030, -0.4401], [-0.3302, 1.3975, 0.1380], [0.1705, -0.0713, -1.6319], [1.6657, 0.0166, 0.5148], [0.2184, -0.2657, -0.9683], [-0.5713, -1.5569, 0.3393], [-0.2031, -0.6712, -1.7118]]}

---

# 2
{"formula": "C19H36F6LiO15P", "method": "ωB97M-V with the def2-TZVPD basis set", "total_charge": 1, "de_lowest_kj_mol": 13.06, "spin_multiplicity": 2, "homo_energy_ev": [-13.21, -13.21], "s2": 0.7549, "species": ["Li", "P", "F", "F", "F", "F", "F", "F", "C", "C", "O", "C", "O", "O", "H", "H", "H", "H", "C", "C", "O", "C", "O", "O", "C", "H", "H", "H", "H", "H", "H", "H", "H", "C", "C", "O", "C", "O", "O", "C", "H", "H", "H", "H", "H", "H", "H", "H", "C", "C", "O", "C", "O", "O", "C", "H", "H", "H", "H", "H", "H", "H", "H", "C", "C", "O", "C", "O", "O", "C", "H", "H", "H", "H", "H", "H", "H", "H"], "xyz": [[15.88876, 16.66048, -1.64010], [18.69193, 18.78753, -0.77032], [17.64378, 20.01228, -0.99164], [19.70590, 19.93292, -0.29947], [18.27178, 18.45669, 0.79601], [19.89900, 17.66977, -0.42395], [17.40872, 17.85484, -1.19091], [19.22231, 18.84877, -2.36928], [10.47837, 13.84800, -1.67758], [10.38452, 14.94688, -0.67628], [11.57194, 15.71416, -0.97193], [12.42773, 14.98165, -1.69876], [13.57672, 15.25891, -1.96673], [11.78458, 13.89916, -2.20233], [9.89609, 13.99641, -2.58698], [10.22568, 12.91279, -1.17794], [10.41204, 14.49491, 0.31521], [9.42564, 15.43566, -0.84878], [19.44567, 15.46072, -5.59817], [18.31221, 15.44361, -4.61878], [17.78996, 14.16777, -4.41103], [16.95665, 13.96896, -3.40655], [16.65218, 14.75950, -2.49508], [16.40974, 12.76238, -3.60779], [15.21771, 12.32424, -3.07550], [19.13682, 15.23076, -6.61790], [20.20530, 14.74327, -5.28779], [19.92066, 16.43945, -5.66576], [17.54340, 16.15522, -4.91987], [18.74137, 15.88425, -3.71892], [14.77739, 11.42358, -3.50332], [14.45077, 13.08933, -3.19600], [15.28471, 12.15180, -2.00131], [13.27598, 12.73720, 1.97583], [13.87431, 14.08917, 1.65482], [15.25491, 13.94589, 1.52502], [16.02934, 14.77539, 0.82347], [15.57597, 15.74330, 0.17485], [17.25757, 14.39111, 1.11239], [18.38386, 14.93110, 0.48558], [13.71416, 12.20766, 2.82181], [13.29650, 12.08869, 1.09998], [12.22371, 12.75421, 2.25963], [13.77709, 14.93012, 2.34144], [13.39848, 14.49221, 0.76081], [19.25279, 14.71724, 1.10793], [18.33324, 16.01989, 0.47736], [18.43522, 14.67718, -0.57319], [16.24439, 20.62179, -4.29149], [16.87403, 19.24021, -4.49162], [16.21222, 18.35868, -5.30940], [15.43317, 17.39681, -4.75798], [15.33752, 17.03455, -3.52810], [14.59134, 17.02701, -5.74186], [13.38675, 16.36388, -5.39106], [16.11415, 21.08130, -5.27128], [16.95135, 21.36262, -3.91802], [15.29999, 20.52612, -3.75572], [17.16213, 18.76837, -3.55222], [17.78558, 19.53139, -5.01352], [12.57137, 16.96940, -4.99533], [13.51556, 15.53200, -4.69862], [13.06471, 15.96851, -6.35443], [14.72027, 21.09460, 2.00321], [14.95410, 20.16906, 0.84483], [13.95603, 20.30780, -0.05316], [13.82568, 19.44684, -1.04970], [14.47288, 18.32880, -1.13851], [12.82120, 19.81712, -1.75415], [12.02016, 18.83493, -2.51913], [14.81156, 22.13878, 1.70414], [15.43863, 20.91421, 2.80291], [13.69988, 20.95629, 2.36064], [14.91843, 19.18798, 1.31844], [15.91590, 20.40963, 0.39188], [12.49381, 17.85862, -2.41637], [12.01355, 18.93003, -3.60495], [10.97693, 18.78748, -2.20684]], "forces_ev_per_angstrom": [[0.5121, -0.9089, -0.0568], [3.0806, 0.7772, 1.3892], [-0.5865, -0.0301, -0.1183], [0.2081, -0.2950, -0.2444], [-0.8961, 1.0098, -0.7673], [-1.6701, 0.1587, -1.7591], [0.3783, -1.4334, -0.6958], [-1.1117, -0.3018, 1.9819], [-0.9149, -0.8423, -1.2826], [-0.1085, -0.4017, -0.2173], [-0.2862, 0.7668, 0.8479], [0.8549, -0.5236, -1.2510], [-1.7416, 0.0977, 0.5410], [1.7214, -0.0210, 0.8540], [-0.7462, -0.1016, 0.4284], [0.3231, -0.2856, -0.5315], [0.2937, 0.6494, 0.2210], [0.4850, 0.8231, 0.3379], [0.2408, -0.6187, -0.8534], [1.0079, 2.4321, 0.5552], [-0.2153, -0.8969, 0.2029], [-1.8307, 0.7569, 1.1824], [0.7785, -1.5181, -1.7225], [1.8830, -0.0207, -1.2082], [-2.1013, 0.7370, 1.8639], [-0.0786, -0.2562, 0.0193], [0.0487, 0.0035, -0.0890], [-0.1677, 0.0777, 0.3726], [-0.2760, -0.3131, -0.1588], [-0.3065, -0.3270, 0.5426], [0.9940, -0.0568, -0.5752], [-0.0308, 0.1999, 0.0020], [0.2055, -0.0348, 0.1340], [-0.5232, -0.3803, 0.4702], [-0.9543, 1.0478, -0.1725], [1.3290, -0.7042, -0.7213], [-1.1137, 1.1039, 0.3604], [1.4235, -1.6255, 0.7188], [-1.2274, -0.3634, -0.2005], [0.7623, 2.1336, -0.6625], [0.5221, 0.2097, -0.1622], [0.3658, 0.0048, -0.0329], [-0.1736, 0.6273, -0.1200], [-0.6538, -0.4454, 0.7527], [0.2919, -0.1545, -0.4661], [-0.1439, -0.5516, -0.4060], [-0.1670, 0.1025, 0.1722], [0.2625, -0.6233, 0.2261], [-0.4238, -0.4861, -0.9674], [2.7673, 2.2256, 1.6352], [-2.2245, -2.5878, -0.0963], [-1.3001, 1.1340, 2.0129], [0.4016, 1.5507, -4.2892], [0.8965, 0.2942, 1.5278], [-0.4391, -1.4861, -0.5548], [-0.7858, -0.3338, -0.2798], [0.0131, -0.5783, 1.0290], [-0.0166, 0.6057, 0.1367], [-0.0688, 0.0740, -0.0475], [0.3126, -0.7444, -0.0086], [0.4312, 0.6925, -0.0242], [0.3960, 0.0700, 0.0132], [-0.2160, -0.0711, 0.2008], [-0.5484, 0.9358, -0.0817], [3.5693, -0.2888, 3.6446], [-1.9733, -1.4829, -4.2307], [-1.3961, 1.6310, 2.2223], [-0.4447, 1.3044, -0.0747], [-0.5020, -1.0397, -1.5190], [0.4882, -1.6593, -0.6680], [0.0613, 0.0411, -0.0059], [-0.0832, -0.1546, -0.1252], [0.0544, -0.0404, 0.3076], [0.3559, -0.4787, -0.6212], [0.0617, -0.5063, -0.1032], [-0.1582, -0.0986, 0.5032], [0.4362, 1.2430, 0.1467], [0.3878, 0.5505, 0.6159]]}

---

# 3
{"formula": "C19H36HfNO2P3", "method": "ωB97M-V with the def2-TZVPD basis set", "total_charge": 4, "homo_energy_ev": -20.66, "species": ["P", "C", "H", "H", "H", "C", "H", "H", "H", "C", "H", "H", "H", "P", "C", "H", "H", "H", "C", "H", "H", "H", "C", "H", "H", "H", "P", "C", "H", "H", "H", "C", "H", "H", "H", "C", "H", "H", "H", "Hf", "C", "O", "C", "O", "C", "C", "C", "C", "C", "C", "H", "H", "H", "H", "H", "H", "C", "C", "N", "H", "H", "H"], "xyz": [[-2.76359, -0.53905, -1.12293], [-3.38902, -1.04533, -2.78146], [-4.46566, -1.21440, -2.68110], [-2.91175, -1.97568, -3.11509], [-3.23128, -0.28784, -3.55727], [-3.32835, -1.99003, -0.14974], [-4.37161, -2.13557, -0.44838], [-3.28366, -1.79996, 0.92801], [-2.75718, -2.89807, -0.37285], [-4.15251, 0.57236, -0.61616], [-5.08175, 0.11987, -0.98112], [-4.09606, 1.59070, -1.01719], [-4.20783, 0.64348, 0.47902], [0.76199, 2.60068, -1.56668], [0.89049, 3.30809, -3.25938], [1.23180, 4.34223, -3.13990], [-0.06432, 3.31287, -3.78909], [1.61891, 2.77637, -3.87695], [-0.24414, 3.93095, -0.79169], [0.06346, 4.89373, -1.22065], [-0.07966, 3.95165, 0.29007], [-1.31385, 3.78320, -0.97552], [2.46284, 3.08631, -1.03395], [2.71596, 4.05688, -1.48622], [3.20334, 2.34834, -1.35946], [2.51557, 3.17356, 0.05531], [1.93489, -2.01001, -1.11841], [2.53441, -2.56602, -2.77332], [3.29440, -3.33452, -2.61073], [2.98301, -1.75167, -3.35195], [1.72257, -2.99824, -3.36839], [3.59854, -1.84270, -0.32618], [4.18765, -2.70493, -0.65207], [3.53344, -1.86108, 0.76693], [4.14053, -0.93699, -0.61700], [1.53274, -3.66471, -0.42238], [2.37755, -4.31022, -0.68233], [0.61972, -4.09105, -0.85341], [1.42842, -3.63236, 0.66852], [-0.03358, 0.18462, -0.97540], [-1.42895, 1.28279, -2.21987], [-2.06966, 1.87538, -3.02900], [1.78841, 0.24759, -2.09986], [2.68425, 0.50026, -2.85055], [1.34133, -0.39251, 2.09939], [0.37028, -1.35936, 2.36789], [-1.00321, -0.97645, 2.38534], [-1.33360, 0.33223, 2.06464], [-0.42119, 1.15634, 1.36930], [0.96156, 0.77603, 1.34322], [2.36819, -0.43270, 2.51736], [0.65514, -2.40231, 2.58244], [-1.77370, -1.73037, 2.58712], [-2.25450, 0.80906, 2.39738], [-0.66506, 2.20065, 1.22400], [1.73831, 1.54227, 1.21159], [-0.02098, -0.14357, 7.05860], [-0.19878, -0.93697, 5.86355], [-0.38615, -1.64428, 4.96172], [0.95224, -0.38183, 7.51597], [-0.85435, -0.33464, 7.75589], [-0.02605, 0.92693, 6.80039]], "forces_ev_per_angstrom": [[-2.5955, -1.3653, -0.1869], [0.7954, 0.0077, -0.4618], [0.1727, -0.0019, 0.0703], [-0.1187, 0.1474, 0.0998], [-0.1210, -0.1471, 0.1690], [0.7882, -0.3663, 0.3564], [0.1299, -0.0058, 0.0396], [-0.0897, 0.0163, -0.2784], [-0.1410, 0.1404, -0.0078], [0.5673, 0.9820, 0.4109], [0.2866, -0.0886, -0.0094], [0.0017, -0.1920, -0.0016], [0.0739, -0.0507, -0.2805], [1.3537, 3.7283, -0.2104], [-0.4165, -0.8387, -0.6756], [-0.0928, -0.2202, 0.1546], [0.0637, 0.0560, 0.0411], [-0.0233, 0.0239, 0.0867], [-0.4280, -0.4836, 0.4330], [-0.0034, -0.2828, 0.0585], [0.0146, 0.1314, -0.1623], [0.1112, 0.1780, -0.0067], [0.1806, -0.6799, 0.5446], [-0.2602, -0.2945, 0.1282], [-0.0385, 0.3111, 0.0672], [0.0508, 0.0972, -0.1549], [1.6232, -2.4501, -0.1966], [-0.6393, 0.5625, -0.6211], [-0.1371, 0.0856, 0.1243], [-0.0032, -0.3121, 0.1257], [0.0921, 0.0158, 0.0999], [-0.1258, 1.0515, 0.4847], [-0.2246, 0.0446, -0.0543], [-0.0782, -0.0151, -0.1988], [-0.0827, -0.1074, -0.0355], [-1.0262, 0.0739, 0.3638], [-0.0555, 0.1572, 0.0072], [0.1821, 0.0777, 0.0498], [0.0479, 0.0099, -0.2576], [-0.5124, -1.6751, 4.1912], [-4.2419, 4.4232, -6.5462], [3.4672, -3.3883, 4.9150], [6.3643, 2.3584, -6.3530], [-4.9467, -1.8427, 4.5408], [0.3856, 1.3622, -1.1457], [-1.1113, -0.5644, -0.1993], [1.0915, -1.3802, -0.7162], [-0.1683, 1.2425, -0.8086], [0.5698, -0.3298, 0.7736], [0.3705, -0.3333, 1.7042], [-0.5543, -0.4708, -0.7815], [-0.2396, 0.7700, 0.4423], [0.4690, 0.4631, 0.5269], [-0.2545, -0.4675, -0.3961], [-0.1106, 0.0366, -0.2538], [-0.4295, -0.2743, -0.2257], [0.1223, 0.5766, 0.3780], [-0.4267, -1.1786, -0.8358], [0.3255, 1.0334, 0.7805], [-0.4475, 0.0105, -0.0173], [0.4479, -0.0229, -0.2076], [-0.0048, -0.3452, 0.1193]]}

---

What is the formula in the first record? C19H36BrO8PS